(1)
Molecular formula: C29H39F16N3O8S
Method: DFT, ωB97M-V with the def2-TZVPD basis set

CARTESIAN COORDINATES (ANGSTROEM)
F (6.901795, -1.392652, -0.992880)
H (-1.995453, 5.567275, 1.666980)
C (-2.497272, -2.079152, 3.300054)
H (-3.210096, 4.989685, 5.840575)
C (-4.040920, 4.705681, 2.254364)
C (-2.261885, 3.069419, 5.060875)
H (2.090176, 2.168217, -0.833699)
C (2.282196, 3.650175, 2.013310)
H (-2.651638, -3.744789, -2.222939)
H (1.343219, 0.851033, 0.289430)
F (4.245078, -2.153430, -4.808645)
H (1.333061, 3.660215, 2.734641)
C (-2.499699, 4.507841, 1.738591)
O (-2.898848, 4.814069, -0.789784)
C (3.269598, -0.271011, 2.098791)
F (-3.269065, -4.452796, -4.677617)
C (-1.041024, 2.216220, -0.624542)
H (0.096635, 3.326854, -2.300507)
C (-0.883382, 2.691576, -2.196604)
H (-1.101538, -5.159152, -5.140090)
H (-0.237295, 2.531876, 1.485541)
C (2.552150, 1.208229, 2.405698)
F (-2.220631, -7.961337, -1.895658)
H (3.180614, 5.222204, 3.409799)
H (-1.088018, 3.129096, 4.982715)
F (6.293628, 1.106883, -2.148616)
F (-4.384561, -4.714625, -2.176767)
C (3.261511, -1.369930, -4.290551)
C (5.624966, -0.030835, -2.482737)
F (-0.447912, -8.431604, -0.723385)
F (-3.274501, -6.508122, -3.964929)
H (-0.725873, -9.070868, -2.592329)
H (-2.489399, 2.799272, 6.200865)
O (0.408773, 1.267585, -4.036209)
C (-0.883857, -8.174878, -1.985449)
F (2.170424, -3.257333, -3.351387)
H (-1.811141, 3.289835, -2.610761)
H (-0.626052, -4.581241, -3.577183)
O (-2.372050, 2.487099, -0.046324)
S (-2.222846, -0.931887, 4.759686)
F (-0.250100, -5.857952, -1.813001)
C (-1.672506, 0.700625, 4.023258)
N (-1.754514, -2.992205, 1.206668)
C (-1.203817, -5.372746, -4.068546)
H (-1.440377, 0.490453, 2.872742)
H (-4.883464, 5.525038, 4.207717)
O (-1.736695, 0.345163, -3.409019)
H (3.674468, -0.664033, 3.150198)
C (-3.037380, -4.758120, -2.363556)
C (3.541461, 4.168551, 2.981980)
H (-1.871011, 3.712892, 2.322574)
H (-0.920838, 1.029575, -0.636325)
H (-4.725508, 3.873235, 1.741361)
H (1.785274, -1.423109, -2.693346)
O (-3.615735, -2.974937, 2.947245)
C (-2.878627, 1.847791, 4.161984)
C (-3.112493, -3.535306, 1.652796)
O (2.039221, 1.324535, 3.661943)
H (4.456426, 4.351794, 2.275804)
C (-0.689137, 1.403219, -3.243883)
C (0.127655, 2.781957, 0.376707)
H (7.450615, -1.148579, -2.895010)
C (2.631402, -2.010698, -3.059701)
H (-2.048724, 5.266682, 4.383359)
O (-0.600791, -6.658954, -3.907833)
C (-2.594126, 3.929558, 0.171902)
F (-2.545937, -5.546923, -1.381971)
C (-2.903992, 4.548370, 4.774301)
H (0.197373, 3.951983, 0.184222)
C (6.541040, -1.245419, -2.295547)
N (2.542509, 2.307617, 1.366515)
F (3.519285, -2.163289, -2.051924)
F (4.531752, -0.067459, -1.683416)
H (-0.668492, 1.038864, 4.520417)
H (3.651959, 0.590577, -5.011440)
H (-4.448403, 5.763235, 1.926679)
H (-3.168860, 2.126871, 3.063625)
H (-5.006409, 3.648654, 4.091444)
C (1.587326, 2.017616, 0.219598)
H (2.476462, -1.022084, 1.675924)
H (-2.595997, 0.808338, -3.145566)
F (5.923008, -2.397786, -2.657088)
H (3.227029, 0.614172, -3.331670)
H (4.187497, -0.162229, 1.379739)
H (-3.825007, 1.316829, 4.634382)
C (-0.158287, -6.966080, -2.586947)
H (3.737991, 3.427853, 3.866986)
H (-3.621223, -4.287494, 0.910435)
F (2.302870, -1.287149, -5.266581)
C (-2.705049, -5.291545, -3.751946)
N (-1.417372, -2.109863, 2.230609)
C (-4.268440, 4.559396, 3.868961)
F (1.171630, -7.234783, -2.697712)
C (3.807892, 0.048969, -4.069826)
H (2.123190, 4.536923, 1.234955)
O (5.215112, 0.146708, -3.837496)

Atomic forces in eV per Å
-0.245 0.447 -0.185
-0.749 -2.335 0.132
2.994 -0.536 -4.591
0.682 -0.887 -2.359
-0.763 -0.636 -0.051
-0.541 -0.073 0.758
-0.926 0.074 2.140
0.194 1.922 1.779
0.114 -0.018 -0.141
0.475 2.437 -0.312
-0.272 0.037 0.367
1.870 -0.280 -1.682
-0.383 -0.577 -1.516
1.996 -6.200 5.478
0.107 0.846 0.393
0.186 0.170 0.535
1.268 -1.524 -0.389
-1.997 -1.266 -0.034
0.141 -0.612 -0.713
-0.212 -0.219 0.211
0.747 0.738 -2.473
-1.867 -0.622 4.924
0.466 -0.017 -0.233
0.900 -2.338 -0.830
-2.348 -0.236 -0.091
0.136 -0.748 -0.007
0.045 -0.009 -0.275
0.614 0.120 -0.783
-1.200 1.483 -1.165
0.221 0.340 -0.378
0.069 0.357 0.325
0.148 0.193 -0.098
0.568 0.501 -2.480
-7.072 0.838 5.571
-0.510 -0.729 0.359
0.011 0.163 -0.277
1.851 -1.083 1.147
-0.276 -0.225 0.124
0.764 3.042 -0.272
-0.494 -1.122 -1.599
0.400 -0.883 0.070
-0.168 0.624 -1.756
-6.784 -0.615 5.036
0.628 0.231 -0.924
-0.447 0.414 2.575
1.342 -2.105 -0.725
1.296 4.366 1.189
-1.164 0.975 -2.382
-0.607 0.377 0.599
-1.038 0.372 -0.820
-1.325 1.793 -0.841
-0.645 2.518 0.240
1.505 1.908 0.960
0.040 0.163 -0.152
4.948 0.842 -3.210
0.961 -0.893 -0.181
4.063 2.092 -1.007
3.020 0.090 -7.578
-1.532 -0.496 1.633
4.393 -1.518 -4.173
-0.276 -0.079 0.003
-0.137 0.230 -0.019
-0.570 -0.720 0.415
-2.008 -1.412 0.475
-0.289 -0.122 1.924
-1.081 4.556 -3.070
-0.408 0.254 -0.154
-0.229 0.162 1.186
-0.017 -2.457 0.668
0.484 -0.882 0.023
-1.332 -0.519 2.004
-0.332 -0.183 -0.268
0.893 0.112 0.232
-1.977 -0.872 -0.767
0.109 -0.328 0.122
1.021 -2.280 0.417
0.533 -0.222 2.141
1.964 1.858 -0.346
-0.989 -1.587 -0.641
1.534 1.492 0.797
1.474 -1.010 -0.259
0.196 0.559 -0.035
0.086 -0.373 -0.068
-1.958 -0.148 1.193
2.027 1.350 -0.804
0.698 1.559 -1.432
-0.259 1.464 -1.877
0.426 1.537 2.346
-0.005 -0.008 0.639
0.082 -0.809 -0.690
-4.478 -1.040 2.969
-0.505 0.992 0.321
-0.704 -0.369 0.243
-0.103 0.951 -0.649
0.409 -2.350 1.305
0.118 -0.976 1.796

Calculated values
Total charge   0
Orbital gap   8.54 eV
Largest force on an atom   9.0 eV Å⁻¹
SMILES string   CCN(CC[C@H](CC(=O)O)OC(=O)CCCCCCCSc1nnco1)C(C)=O.FC(F)C(F)(F)COC(F)(F)C(F)F.FC(F)C(F)(F)COC(F)(F)C(F)F


(2)
Molecular formula: C29H39LiN3NbO2Si
Method: DFT, ωB97M-V with the def2-TZVPD basis set

CARTESIAN COORDINATES (ANGSTROEM)
H (1.022393, 4.116262, -1.952219)
H (-2.342607, 2.847861, -2.896514)
C (-1.234427, -1.044917, 4.222874)
C (-1.906993, 2.307082, -2.043560)
H (1.816218, -2.467488, -3.544338)
C (4.174636, -1.968540, 5.294874)
H (-1.669159, -1.370880, -2.261711)
C (-1.290172, 3.625042, 4.619576)
C (-0.049138, 3.940112, -1.828527)
H (-2.047259, 1.588534, 4.694000)
H (-1.179339, -3.115719, -0.480041)
H (1.664775, 4.569314, 3.220421)
C (-0.896163, -1.834457, -2.883508)
H (2.879572, -3.217959, 6.500069)
Nb (0.371469, -0.017437, -0.035559)
H (-1.034754, -0.158268, 6.185913)
C (2.937494, -2.431443, 5.747588)
C (-0.027191, 1.690423, 3.890296)
H (-4.260008, -2.980770, 5.698614)
N (0.833145, -1.497168, -1.222231)
H (-2.948176, -1.421999, 7.144649)
H (0.708725, -3.840036, -3.666674)
C (-0.253178, 4.469494, 4.230014)
H (-1.579632, -2.182575, 2.413789)
H (5.179757, -0.610637, 3.940833)
H (-2.332529, 2.737875, -1.126149)
H (3.080014, 0.311870, 2.991151)
H (2.956477, -1.678923, -1.304142)
N (-1.636475, -0.126251, -0.145482)
Li (-1.510739, 1.029491, 2.292028)
H (5.093928, -2.373690, 5.708647)
C (1.756052, -1.905663, 5.225397)
C (1.621706, 1.994854, -0.584644)
C (-1.214221, 2.244590, 4.414030)
O (-3.730698, -0.776594, 0.752633)
H (0.320591, -4.025595, -0.515227)
C (-0.433754, -3.553802, -1.150273)
C (-2.683163, -1.556908, 6.096110)
C (-3.404067, -2.448897, 5.294693)
H (0.033547, 0.997997, -3.643192)
C (0.207992, 2.056463, -3.417848)
H (2.373612, -1.173855, 0.283670)
N (0.219960, 1.655772, -1.008633)
C (-0.388147, 2.469319, -2.067091)
H (-0.578323, 4.551460, -2.565018)
C (2.139402, -1.835291, -0.586577)
C (0.200825, -2.503564, -2.059750)
H (1.834690, 2.133262, 2.877993)
C (1.807736, -0.900614, 4.242006)
C (1.227661, -3.181695, -2.962180)
O (0.104559, -0.098953, 1.919243)
H (1.289743, 2.247891, -3.429915)
H (2.145068, -2.879635, -0.244630)
H (-1.387852, -2.590360, -3.508024)
C (4.223833, -0.974161, 4.308553)
H (1.928134, -3.801419, -2.395209)
C (-1.605853, -0.856589, 5.565633)
H (-0.935238, -4.322901, -1.749026)
H (-3.597026, -3.306178, 3.315548)
Si (0.258896, -0.145064, 3.596273)
H (1.672324, 2.930673, -0.007190)
C (3.045445, -0.447805, 3.776900)
H (-2.238642, 1.267111, -2.122171)
H (-0.369708, 4.245096, -0.828690)
C (-2.723106, -0.411408, 0.274066)
H (2.069521, 1.187576, 0.090661)
C (-1.912702, -1.983849, 3.440602)
H (0.785709, -2.274750, 5.562366)
C (-3.019494, -2.644359, 3.961330)
H (-2.183669, 4.030636, 5.096394)
H (-0.505702, -1.059125, -3.552795)
C (0.973784, 2.552276, 3.414130)
H (2.261527, 2.098670, -1.467135)
H (-0.305152, 5.536702, 4.415529)
H (-0.265505, 2.647724, -4.212729)
C (0.870234, 3.923560, 3.588506)

Atomic forces in eV per Å
-0.106 0.141 0.040
0.215 -0.101 0.281
0.307 0.020 -0.089
-0.291 -0.068 -0.055
-0.154 0.047 0.006
-0.363 0.315 -0.208
0.198 -0.185 -0.034
-0.404 0.181 -0.001
-0.080 0.009 0.095
0.307 0.301 0.165
-0.027 0.094 -0.145
-0.166 -0.030 0.152
-0.196 0.104 -0.430
0.093 0.230 -0.174
-2.529 -0.389 -1.120
-0.280 -0.223 -0.088
-0.092 -0.042 -0.065
-0.192 -0.076 -0.281
0.131 0.079 -0.061
0.647 1.566 2.104
-0.003 -0.030 -0.282
0.098 0.124 0.144
0.251 -0.544 -0.084
-0.223 0.041 0.347
-0.094 -0.103 0.128
0.111 -0.109 -0.185
0.200 -0.123 0.248
-0.166 0.062 0.267
1.119 0.277 -0.217
-0.247 0.088 -0.031
-0.148 0.073 -0.094
0.118 0.175 -0.207
-0.709 0.761 -0.523
0.612 -0.014 0.046
0.770 0.797 -0.679
-0.067 -0.173 -0.127
-0.096 -0.195 0.334
0.052 -0.153 0.156
0.365 0.274 -0.453
0.014 0.218 0.120
-0.101 -0.127 -0.133
-0.054 -0.016 0.151
1.670 -1.110 1.985
-0.234 0.355 -0.798
0.109 -0.068 0.140
-0.462 -0.581 -0.763
-0.663 -0.510 -0.692
-0.153 0.246 0.403
-0.041 0.049 -0.210
0.208 -0.063 -0.284
1.227 -0.028 -1.614
-0.253 -0.039 -0.160
0.089 0.434 0.242
0.116 0.172 0.143
-0.043 -0.026 -0.120
-0.111 0.022 -0.012
-0.174 -0.012 -0.142
0.215 0.110 0.138
0.173 0.041 0.267
-0.188 -0.373 1.201
-0.051 -0.490 0.086
0.331 -0.355 0.280
0.198 0.178 -0.055
0.066 0.104 -0.066
-1.363 -1.484 0.909
0.238 0.560 -0.300
-0.225 0.245 -0.039
0.334 0.058 -0.004
-0.345 -0.237 0.147
0.258 -0.002 -0.178
0.078 -0.223 0.104
-0.081 0.169 -0.009
0.186 -0.409 0.280
-0.063 -0.123 -0.043
0.250 -0.108 0.175
-0.120 0.220 -0.026

Calculated values
ΔE to the lowest compared entry with this formula, charge and spin   0.0 kJ/mol
Total charge   +2
Orbital gap   6.53 eV
Largest force on an atom   2.8 eV Å⁻¹